DFT (ωB97M-V/def2-TZVPD) results for a 2-piece molecular cluster, C2HBrN2O overall.

Its SMILES is C#[N+][O-].N#CBr. Its frontier orbital gap (alpha / beta) is 9.01 / 9.01 eV. As for the total energy: -2835.3980 hartree. The energy above the lowest of the compared OMol25 structures with the same formula, charge and spin is 3.868 eV. The value obtained for the LUMO energy (alpha / beta) is 0.2357 / 0.2357 eV. As for the net charge: 0. The molar mass is 148.95 g/mol. The value obtained for the highest occupied orbital energy (alpha / beta) is -8.8 / -8.8 eV. Its spin multiplicity is 1.

```
7
C2HBrN2O, DFT ωB97M-V/def2-TZVPD
C -1.095 -0.217 -0.588
C 0.853 -0.295 1.478
N -0.273 -0.374 1.277
N -0.566 0.629 -1.254
O 0.072 1.550 -1.634
Br 2.569 -0.196 1.380
H -1.559 -1.098 -0.659
```

How positive or negative is each atom? The Mulliken charges in e answer that: number 1, C, carries -0.1447; number 2, C, carries 0.2754; number 3, N, carries -0.3776; number 4, N, carries 0.3973; number 5, O, carries -0.5991; number 6, Br, carries 0.0970; number 7, H, carries 0.3517


DFT (ωB97M-V/def2-TZVPD) results for a 2-piece molecular cluster, C6H12N2 overall.

Its SMILES is Cc1c[nH]cn1.CC. Its frontier orbital gap is 9.50 eV. As for the total energy: -345.3006 hartree. The energy above the lowest of the compared OMol25 structures with the same formula, charge and spin is 0.743 eV. The value obtained for the LUMO energy is 0.8430 eV. As for the net charge: 0. The molar mass is 112.18 g/mol. The value obtained for the highest occupied orbital energy is -8.7 eV. Its spin multiplicity is 1.

```
20
C6H12N2, DFT ωB97M-V/def2-TZVPD
C 2.579 1.416 0.082
C 1.535 0.791 -0.801
C 1.180 -0.522 -1.014
C -0.252 0.924 -2.014
N 0.645 1.662 -1.420
N 0.078 -0.391 -1.841
H 3.227 0.614 0.407
H 2.100 1.853 0.961
H 1.510 -1.520 -0.791
H -1.023 1.174 -2.725
H -0.543 -1.144 -2.086
H 3.195 2.157 -0.430
C -2.550 -0.763 1.286
C -1.033 -1.072 1.640
H -2.527 0.154 0.699
H -2.877 -1.653 0.762
H -3.188 -0.489 2.143
H -0.619 -0.095 1.906
H -0.713 -1.593 2.541
H -0.727 -1.501 0.695
```

How positive or negative is each atom? The Mulliken charges in e answer that: number 1, C, carries -1.0430; number 2, C, carries 0.7625; number 3, C, carries -0.7572; number 4, C, carries -0.1734; number 5, N, carries -0.6507; number 6, N, carries -0.0295; number 7, H, carries 0.3051; number 8, H, carries 0.2378; number 9, H, carries 0.4294; number 10, H, carries 0.3903; number 11, H, carries 0.2175; number 12, H, carries 0.3053; number 13, C, carries -0.8997; number 14, C, carries -0.5653; number 15, H, carries 0.2279; number 16, H, carries 0.2850; number 17, H, carries 0.3222; number 18, H, carries 0.1841; number 19, H, carries 0.3831; number 20, H, carries 0.0683


DFT (ωB97M-V/def2-TZVPD) results for a 2-piece molecular cluster, C2H6ClN overall.

Its SMILES is C=CCl.N. Its frontier orbital gap is 10.39 eV. As for the total energy: -594.6846 hartree. The energy above the lowest of the compared OMol25 structures with the same formula, charge and spin is 1.839 eV. The value obtained for the LUMO energy is 0.9838 eV. As for the net charge: 0. The molar mass is 79.53 g/mol. The value obtained for the highest occupied orbital energy is -9.4 eV. Its spin multiplicity is 1.

```
10
C2H6ClN, DFT ωB97M-V/def2-TZVPD
C 0.087 -1.856 0.354
C 0.395 -0.786 -0.460
N -0.493 1.978 -0.271
Cl 1.660 0.216 0.187
H -0.540 -2.677 0.106
H -1.179 1.283 -0.255
H 0.616 -1.939 1.308
H -0.204 -0.501 -1.288
H 0.485 1.693 -0.110
H -0.827 2.589 0.429
```

How positive or negative is each atom? The Mulliken charges in e answer that: number 1, C, carries -0.5748; number 2, C, carries -0.2005; number 3, N, carries -0.6969; number 4, Cl, carries -0.2417; number 5, H, carries 0.2788; number 6, H, carries 0.2313; number 7, H, carries 0.2178; number 8, H, carries 0.4953; number 9, H, carries 0.2909; number 10, H, carries 0.1998


DFT (ωB97M-V/def2-TZVPD) results for C26H50OSi2 as an isolated structure.

Its frontier orbital gap is 9.24 eV. As for the total energy: -1674.8777 hartree. The value obtained for the LUMO energy is 0.8242 eV. As for the net charge: 0. The molar mass is 434.86 g/mol. The value obtained for the highest occupied orbital energy is -8.4 eV. Its spin multiplicity is 1.

```
79
C26H50OSi2, DFT ωB97M-V/def2-TZVPD
C 0.348 -3.744 2.286
C 1.131 -4.850 1.478
C 1.790 -4.318 0.142
C 2.843 -3.160 0.396
C 3.764 -2.988 -0.889
C 5.190 -2.378 -0.545
C 5.531 -1.105 -1.442
C 4.708 0.105 -0.801
C 4.280 1.195 -1.858
C 4.195 2.647 -1.249
C 2.802 3.023 -0.623
C 2.365 2.129 0.597
C 0.835 2.442 0.924
C 0.565 2.965 2.388
C -0.560 2.214 3.194
C -1.769 1.684 2.340
C -3.202 1.978 2.945
C -4.177 2.727 1.952
Si -5.190 1.553 0.840
O -5.203 2.267 -0.719
Si -6.448 1.632 -1.713
C -5.529 0.930 -3.256
C -4.232 0.255 -2.659
C -2.939 0.911 -2.690
C -1.796 0.224 -2.073
C -2.027 -1.062 -1.449
C -0.823 -1.766 -0.755
C -3.316 -1.745 -1.422
C -4.445 -1.063 -2.039
H 0.889 -2.763 2.231
H 0.255 -4.073 3.358
H -0.672 -3.641 1.828
H 1.946 -5.266 2.137
H 0.421 -5.661 1.180
H 2.290 -5.160 -0.414
H 0.995 -3.928 -0.549
H 3.487 -3.529 1.247
H 2.372 -2.186 0.673
H 3.840 -3.972 -1.414
H 3.240 -2.252 -1.562
H 5.996 -3.153 -0.605
H 5.109 -1.986 0.508
H 5.262 -1.258 -2.516
H 6.615 -0.854 -1.312
H 3.846 -0.372 -0.266
H 5.308 0.626 0.000
H 5.104 1.223 -2.627
H 3.348 0.920 -2.423
H 5.033 2.786 -0.519
H 4.377 3.378 -2.088
H 2.881 4.078 -0.236
H 2.031 3.012 -1.442
H 3.038 2.198 1.486
H 2.412 1.063 0.238
H 0.252 1.542 0.617
H 0.527 3.270 0.222
H 1.531 2.870 2.960
H 0.344 4.063 2.340
H -0.086 1.339 3.717
H -0.888 2.906 4.023
H -1.663 0.561 2.301
H -1.783 2.032 1.277
H -3.679 1.059 3.389
H -3.051 2.671 3.825
H -3.540 3.342 1.260
H -4.895 3.347 2.542
H -6.582 1.483 1.347
H -4.627 0.190 0.854
H -7.098 0.468 -1.064
H -7.453 2.644 -2.067
H -5.242 1.745 -3.967
H -6.146 0.149 -3.772
H -2.838 1.912 -3.176
H -0.779 0.686 -2.080
H -1.066 -2.815 -0.427
H 0.020 -1.875 -1.496
H -0.433 -1.232 0.147
H -3.489 -2.739 -0.962
H -5.448 -1.550 -2.024
```

How positive or negative is each atom? The Mulliken charges in e answer that: number 1, C, carries -0.7805; number 2, C, carries -0.6508; number 3, C, carries -0.3334; number 4, C, carries -0.1967; number 5, C, carries -0.4464; number 6, C, carries -0.8727; number 7, C, carries -1.0518; number 8, C, carries 0.5310; number 9, C, carries -0.4820; number 10, C, carries -0.8519; number 11, C, carries -0.7772; number 12, C, carries 0.4990; number 13, C, carries 0.0284; number 14, C, carries -0.7990; number 15, C, carries -0.6784; number 16, C, carries -0.0926; number 17, C, carries -0.6758; number 18, C, carries -0.8704; number 19, Si, carries 0.4464; number 20, O, carries -0.1699; number 21, Si, carries 0.5235; number 22, C, carries -1.2756; number 23, C, carries 0.8664; number 24, C, carries -0.7015; number 25, C, carries -0.4086; number 26, C, carries 0.8613; number 27, C, carries -0.9278; number 28, C, carries -0.7663; number 29, C, carries -0.5552; number 30, H, carries 0.1461; number 31, H, carries 0.3521; number 32, H, carries 0.1841; number 33, H, carries 0.3341; number 34, H, carries 0.3354; number 35, H, carries 0.3644; number 36, H, carries 0.0860; number 37, H, carries 0.3258; number 38, H, carries -0.1557; number 39, H, carries 0.5456; number 40, H, carries 0.1121; number 41, H, carries 0.4112; number 42, H, carries 0.3532; number 43, H, carries 0.3894; number 44, H, carries 0.3840; number 45, H, carries -0.4801; number 46, H, carries 0.2584; number 47, H, carries 0.4125; number 48, H, carries 0.1401; number 49, H, carries 0.3406; number 50, H, carries 0.3314; number 51, H, carries 0.3221; number 52, H, carries 0.3029; number 53, H, carries 0.3803; number 54, H, carries -0.6686; number 55, H, carries -0.2103; number 56, H, carries 0.2789; number 57, H, carries 0.3436; number 58, H, carries 0.2872; number 59, H, carries 0.2593; number 60, H, carries 0.3746; number 61, H, carries 0.0829; number 62, H, carries 0.2068; number 63, H, carries 0.3718; number 64, H, carries 0.2932; number 65, H, carries 0.3671; number 66, H, carries 0.4050; number 67, H, carries -0.2214; number 68, H, carries -0.0911; number 69, H, carries -0.1512; number 70, H, carries -0.2252; number 71, H, carries 0.3994; number 72, H, carries 0.3935; number 73, H, carries 0.2819; number 74, H, carries 0.3894; number 75, H, carries 0.2342; number 76, H, carries 0.2809; number 77, H, carries 0.1720; number 78, H, carries 0.2991; number 79, H, carries 0.2793


DFT (ωB97M-V/def2-TZVPD) results for C51H48AsN2O2OsPSSe as an isolated structure.

Its frontier orbital gap (alpha / beta) is 6.00 / 4.47 eV. As for the total energy: -7699.0810 hartree. The expectation value of S² is 6.04. The energy above the lowest of the compared OMol25 structures with the same formula, charge and spin is 0.000 eV. The value obtained for the LUMO energy (alpha / beta) is -6.3413 / -7.8707 eV. As for the net charge: +2. The molar mass is 1128.11 g/mol. The value obtained for the highest occupied orbital energy (alpha / beta) is -12.3 / -12.3 eV. Its spin multiplicity is 5.

```
108
C51H48AsN2O2OsPSSe, DFT ωB97M-V/def2-TZVPD
Os 0.164 0.421 -1.584
C -5.407 5.219 -1.928
C -4.460 4.287 -1.255
C -4.281 2.991 -1.740
C -3.364 2.143 -1.151
C -2.633 2.588 -0.063
C -2.807 3.860 0.453
C -3.722 4.705 -0.148
S -1.389 1.509 0.587
O -1.191 1.646 1.997
O -1.628 0.158 0.064
N -0.019 1.835 -0.271
C 0.943 2.788 -0.207
C 1.101 3.748 0.784
C 2.235 4.559 0.783
C 3.205 4.437 -0.185
C 3.070 3.499 -1.231
C 4.026 3.293 -2.250
C 3.782 2.345 -3.213
C 2.606 1.595 -3.172
N 1.691 1.750 -2.223
C 1.914 2.683 -1.251
H -6.304 4.696 -2.249
H -4.932 5.639 -2.814
H -5.679 6.040 -1.271
H -4.857 2.651 -2.587
H -3.220 1.135 -1.513
H -2.237 4.173 1.314
H -3.861 5.705 0.237
H 0.360 3.811 1.565
H 2.359 5.276 1.581
H 4.087 5.055 -0.150
H 4.936 3.871 -2.263
H 4.482 2.182 -4.015
H 2.414 0.851 -3.934
C -4.808 -0.193 -7.201
C -3.713 -0.250 -6.194
C -2.496 0.391 -6.414
C -1.419 0.238 -5.557
C -0.132 0.963 -5.802
C -1.576 -0.589 -4.437
Se -0.037 -1.081 -3.357
C -2.822 -1.156 -4.129
C -3.031 -1.918 -2.859
C -3.871 -0.969 -5.011
H -4.581 0.514 -7.993
H -5.757 0.072 -6.740
H -4.932 -1.181 -7.646
H -2.383 1.014 -7.287
H -0.212 1.621 -6.662
H 0.675 0.252 -5.982
H 0.127 1.556 -4.922
H -2.673 -1.329 -2.012
H -2.479 -2.857 -2.883
H -4.086 -2.130 -2.717
H -4.829 -1.410 -4.778
C 0.956 -0.557 1.874
C 1.698 -1.516 2.794
As 1.839 -0.707 4.614
C 2.320 -2.294 5.688
C 1.649 -3.493 5.499
C 1.957 -4.587 6.289
C 2.945 -4.494 7.256
C 3.617 -3.298 7.448
C 3.309 -2.200 6.658
C -0.059 -0.453 5.018
C -0.417 0.580 5.879
C -1.744 0.786 6.213
C -2.725 -0.029 5.672
C -2.372 -1.058 4.815
C -1.049 -1.261 4.473
P 1.151 -1.025 0.109
C 2.926 -0.892 -0.241
C 3.800 -0.135 0.533
C 5.116 0.022 0.137
C 5.568 -0.566 -1.033
C 4.699 -1.310 -1.818
C 3.382 -1.467 -1.430
C 0.687 -2.781 0.087
C 1.600 -3.810 0.309
C 1.158 -5.122 0.300
C -0.176 -5.413 0.059
C -1.090 -4.389 -0.139
C -0.661 -3.074 -0.117
H 1.308 0.473 2.000
H -0.113 -0.551 2.105
H 2.716 -1.698 2.439
H 1.201 -2.488 2.826
H 0.868 -3.578 4.755
H 1.422 -5.514 6.140
H 3.192 -5.356 7.858
H 4.386 -3.221 8.205
H 3.840 -1.265 6.802
H 0.352 1.227 6.287
H -2.015 1.591 6.879
H -3.763 0.142 5.913
H -3.131 -1.707 4.404
H -0.796 -2.071 3.802
H 3.469 0.326 1.453
H 5.790 0.605 0.743
H 6.593 -0.439 -1.341
H 5.048 -1.766 -2.734
H 2.692 -2.053 -2.029
H 2.641 -3.581 0.485
H 1.865 -5.919 0.477
H -0.502 -6.442 0.026
H -2.132 -4.618 -0.312
H -1.365 -2.262 -0.247
```

Atomic partial charges in e from the Mulliken method, atoms 1 to 99: number 1, Os, carries 3.4018; number 2, C, carries -1.5007; number 3, C, carries 1.0162; number 4, C, carries -0.9809; number 5, C, carries -0.5114; number 6, C, carries -0.0574; number 7, C, carries -0.6533; number 8, C, carries -0.9161; number 9, S, carries 1.2120; number 10, O, carries -0.6038; number 11, O, carries -0.8553; number 12, N, carries -0.3182; number 13, C, carries 0.4488; number 14, C, carries -0.5520; number 15, C, carries -1.0260; number 16, C, carries -0.9728; number 17, C, carries 0.8071; number 18, C, carries -0.7378; number 19, C, carries -1.0940; number 20, C, carries 0.0092; number 21, N, carries 0.4055; number 22, C, carries 0.1022; number 23, H, carries 0.4003; number 24, H, carries 0.3161; number 25, H, carries 0.3818; number 26, H, carries 0.4907; number 27, H, carries 0.6624; number 28, H, carries 0.4630; number 29, H, carries 0.4089; number 30, H, carries 0.5045; number 31, H, carries 0.4517; number 32, H, carries 0.4880; number 33, H, carries 0.5175; number 34, H, carries 0.4725; number 35, H, carries 0.4997; number 36, C, carries -1.5186; number 37, C, carries 0.5980; number 38, C, carries -1.1611; number 39, C, carries 0.5975; number 40, C, carries -1.3241; number 41, C, carries 0.7925; number 42, Se, carries -0.0093; number 43, C, carries 0.9162; number 44, C, carries -1.4158; number 45, C, carries -1.1715; number 46, H, carries 0.3720; number 47, H, carries 0.3730; number 48, H, carries 0.3359; number 49, H, carries 0.3437; number 50, H, carries 0.4348; number 51, H, carries 0.3603; number 52, H, carries 0.1275; number 53, H, carries -0.0321; number 54, H, carries 0.3976; number 55, H, carries 0.4537; number 56, H, carries 0.4242; number 57, C, carries -0.6926; number 58, C, carries -1.4188; number 59, As, carries 0.1454; number 60, C, carries 0.3388; number 61, C, carries 0.0616; number 62, C, carries -0.7745; number 63, C, carries -0.4751; number 64, C, carries -0.5314; number 65, C, carries -0.4426; number 66, C, carries 0.6076; number 67, C, carries -0.6221; number 68, C, carries -0.6502; number 69, C, carries -0.5134; number 70, C, carries -0.7665; number 71, C, carries 0.1306; number 72, P, carries -0.6113; number 73, C, carries 1.0419; number 74, C, carries -0.7868; number 75, C, carries -0.7978; number 76, C, carries -0.6768; number 77, C, carries -0.7941; number 78, C, carries -0.7256; number 79, C, carries 0.8141; number 80, C, carries -0.4169; number 81, C, carries -0.8072; number 82, C, carries -0.6884; number 83, C, carries -0.7539; number 84, C, carries -0.7729; number 85, H, carries 0.6040; number 86, H, carries 0.5883; number 87, H, carries 0.6572; number 88, H, carries 0.5918; number 89, H, carries 0.2031; number 90, H, carries 0.4001; number 91, H, carries 0.3963; number 92, H, carries 0.3991; number 93, H, carries 0.3730; number 94, H, carries 0.4067; number 95, H, carries 0.4262; number 96, H, carries 0.4221; number 97, H, carries 0.4355; number 98, H, carries 0.1871; number 99, H, carries 0.4159